91
Properties=species:S:1:pos:R:3:forces:R:3 method="wB97M-V/def2-TZVPD" de_lowest_kcal_mol=0.0 e_homo_ev=-5.0 charge=-1 lumo_ev=2.5
Ca -0.34399 -0.01566 0.49928 0.03 -0.67 0.66
O -0.82635 3.44506 -1.02385 -0.17 -0.69 -0.60
S -0.67756 2.03973 -1.39957 0.01 -0.55 -0.35
O -0.67640 1.82093 -2.83494 -0.02 0.11 0.09
O 0.61478 1.49982 -0.79101 0.01 0.56 -0.16
O -1.74562 1.20472 -0.72743 -0.13 0.38 -0.41
C -3.02263 -2.88366 1.80166 0.02 0.00 -0.01
C -1.82202 -2.62686 2.67196 -0.02 0.01 0.04
C -1.73118 -3.18947 3.93040 -0.01 0.01 -0.01
C -0.59101 -2.90051 4.68903 0.01 0.02 0.01
C 0.38929 -2.08958 4.18770 0.00 -0.04 0.02
C 0.26464 -1.54471 2.87265 0.03 0.00 -0.08
N -0.86785 -1.84657 2.15304 -0.02 0.12 0.04
N 1.14667 -0.75084 2.26971 -0.05 -0.16 -0.08
Si 2.52420 0.00089 2.94454 0.02 0.05 -0.05
C 2.10158 1.09702 4.41842 -0.02 0.00 0.00
C 3.85228 -1.21933 3.49659 0.03 0.00 0.01
C 3.28335 1.07623 1.60390 0.01 -0.01 0.00
H -2.85551 -3.75756 1.16706 0.01 0.00 -0.02
H -3.21065 -2.03236 1.14814 -0.01 0.00 0.00
H -3.91134 -3.07243 2.40372 0.00 -0.01 0.00
H -2.52482 -3.81756 4.31083 0.00 0.00 0.01
H -0.48515 -3.31440 5.68611 0.00 0.00 0.00
H 1.26751 -1.85795 4.77478 0.00 0.00 -0.01
H 1.48518 0.57332 5.15266 0.01 -0.01 0.01
H 1.53937 1.97366 4.08716 -0.02 -0.01 -0.01
H 3.00827 1.44401 4.92223 0.00 0.01 0.00
H 3.54272 -1.84099 4.33935 0.00 0.00 0.00
H 4.75929 -0.68369 3.79229 0.00 -0.01 0.00
H 4.11125 -1.88443 2.66898 0.00 -0.01 0.00
H 3.75662 1.96624 2.02788 0.01 -0.01 0.00
H 2.53543 1.40658 0.87790 -0.01 0.03 0.03
H 4.05126 0.53002 1.04991 -0.02 -0.02 -0.02
N -0.44407 10.47999 0.32149 0.01 0.04 0.00
C -0.57701 9.37975 0.62727 -0.03 -0.06 0.01
C -0.75074 8.00492 1.01396 0.01 0.03 -0.01
C -0.56850 6.98412 0.08213 -0.03 0.08 0.13
C -0.74197 5.66200 0.45072 0.01 0.41 0.24
C -1.07948 5.37187 1.76756 0.04 0.31 0.01
C -1.26487 6.38145 2.70482 -0.01 -0.03 0.04
C -1.10691 7.70089 2.32665 -0.01 0.04 0.01
N -1.24164 4.02359 2.15258 0.13 -0.09 0.22
C -2.24828 3.49110 2.93579 -0.09 0.00 -0.19
C -2.06204 2.14709 2.90312 0.03 -0.07 0.08
N -0.94708 1.84227 2.15521 0.05 -0.15 0.11
C -0.47641 2.98608 1.73322 -0.14 0.10 -0.19
H -0.30972 7.22920 -0.93887 0.01 0.00 -0.01
H -0.66621 4.85015 -0.26915 0.12 0.31 0.18
H -1.51268 6.12735 3.72683 0.00 0.02 0.02
H -1.24385 8.49847 3.04403 0.00 0.00 0.01
H -3.01787 4.10485 3.36790 0.00 0.01 0.01
H -2.66424 1.37931 3.35880 0.03 -0.02 0.03
H 0.36295 3.11546 1.06934 0.02 0.01 0.06
C 1.06094 -4.43687 -2.69735 -0.01 0.00 0.01
C 0.65365 -3.41779 -1.63281 -0.03 -0.03 -0.02
C 1.92645 -2.96557 -0.90158 0.00 0.04 0.00
C -0.26718 -4.08530 -0.60761 0.02 0.00 0.01
P -0.15540 -1.81087 -2.21141 0.14 -0.12 0.11
C 0.98346 -1.28095 -3.54839 -0.01 0.03 0.00
C 1.15357 -1.94603 -4.76509 -0.03 -0.01 -0.02
C 2.05559 -1.48565 -5.71092 0.00 0.01 0.00
C 2.81034 -0.34765 -5.45301 0.00 0.00 0.01
C 2.64482 0.32729 -4.25508 0.00 0.00 0.00
C 1.73256 -0.12959 -3.31120 -0.03 0.02 -0.01
C -1.81338 -2.14915 -3.03860 -0.05 0.06 0.01
C -2.85392 -2.07456 -1.91093 0.01 -0.02 0.03
C -2.00269 -3.46533 -3.79243 0.01 0.00 0.02
C -2.08182 -0.97205 -3.98768 0.04 -0.01 0.03
H 1.58759 -5.26571 -2.21179 -0.02 0.00 0.01
H 1.74049 -4.00253 -3.42961 0.02 -0.02 0.02
H 0.20391 -4.85580 -3.22291 0.00 0.00 -0.03
H 2.41460 -3.83829 -0.45599 0.01 0.00 -0.02
H 1.71136 -2.26367 -0.09079 0.00 -0.02 0.02
H 2.63306 -2.49201 -1.58668 0.00 0.01 0.01
H 0.25775 -4.92556 -0.14131 0.00 0.00 -0.01
H -1.17724 -4.47603 -1.06423 -0.02 -0.02 -0.02
H -0.54439 -3.39003 0.18729 -0.01 0.00 0.01
H 0.57583 -2.83321 -4.98421 0.00 0.00 -0.02
H 2.16818 -2.01306 -6.65059 0.00 0.00 0.00
H 3.51483 0.01506 -6.19179 0.00 0.00 0.00
H 3.20811 1.22979 -4.05406 0.00 0.00 0.00
H 1.56703 0.43711 -2.40278 0.04 -0.02 0.00
H -2.70810 -2.85966 -1.16627 -0.01 0.03 0.00
H -3.85603 -2.19591 -2.33527 0.00 0.00 0.01
H -2.81184 -1.10114 -1.41646 -0.01 0.01 -0.01
H -1.92757 -4.33316 -3.13679 0.00 -0.02 0.02
H -1.29183 -3.59035 -4.60787 0.01 0.01 -0.02
H -3.00602 -3.47263 -4.23129 0.00 0.00 0.00
H -1.85607 -0.01078 -3.52049 0.00 0.01 0.00
H -3.14092 -0.98327 -4.26608 0.01 -0.01 0.00
H -1.49070 -1.04870 -4.90038 0.04 0.00 -0.02

87
Properties=species:S:1:pos:R:3:forces:R:3 method="wB97M-V/def2-TZVPD" de_lowest_kcal_mol=15.2 e_homo_ev=-5.9 lumo_ev=0.1
C -2.00508 6.19627 0.49170 -0.18 0.07 -0.05
O -0.77635 5.44737 0.40671 0.25 0.37 -0.03
C 0.29060 6.24884 0.13210 -0.55 1.07 -0.33
O 0.16617 7.44456 -0.09050 0.30 -1.86 0.41
C 1.57451 5.52787 0.15033 0.04 -0.98 0.05
C 2.82773 6.30318 0.13830 0.59 1.04 -0.37
O 2.91390 7.50179 -0.08490 -0.23 -1.87 0.43
O 3.91456 5.52975 0.41153 -0.26 0.40 -0.04
C 5.13508 6.29243 0.48141 0.16 0.08 -0.05
N 1.61507 4.15724 0.27984 -0.11 -1.93 0.33
N 1.63931 3.01191 0.37916 -0.22 6.28 -0.02
H -2.79309 5.46231 0.66604 0.17 0.06 -0.03
H -1.96402 6.91479 1.32264 0.04 -0.26 -0.27
H -2.18950 6.74946 -0.43931 0.08 -0.22 0.30
H 5.92900 5.56409 0.64551 -0.14 0.06 -0.02
H 5.30511 6.84477 -0.45221 -0.09 -0.20 0.28
H 5.09963 7.01014 1.31292 -0.06 -0.25 -0.26
C 0.39081 1.69597 3.24837 0.14 0.15 0.05
C -0.33455 0.41852 2.84650 0.20 -0.24 -0.34
C -1.67414 0.28874 3.57061 -0.03 -0.19 -0.01
C 0.55043 -0.80952 3.05853 -0.24 0.17 -0.19
C 0.95575 -1.15022 4.34981 0.17 -0.17 -0.09
C 1.71187 -2.29815 4.56908 -0.03 0.01 -0.05
C 2.05019 -3.13303 3.50274 -0.08 0.18 0.14
C 1.65345 -2.82342 2.20433 0.27 0.07 -0.36
C 2.05568 -3.71952 1.03219 -0.44 0.10 -0.01
C 2.05102 -5.21144 1.37650 -0.12 0.06 0.04
C 3.41067 -3.30225 0.46783 0.15 0.21 0.00
C 0.93431 -1.63196 1.98772 -0.34 -0.24 0.04
N 0.50470 -1.28340 0.65148 0.22 0.31 -0.93
N -0.48759 -1.97734 0.05143 -1.96 0.63 -0.83
N -0.67660 -1.34927 -1.13252 1.76 -0.14 1.91
C -1.84011 -1.60637 -1.96251 0.06 -0.24 -0.12
C -2.92414 -0.71468 -1.93382 0.00 0.32 0.35
C -2.97603 0.48348 -0.97911 0.37 -0.34 0.00
C -4.13448 0.36190 0.01384 -0.03 -0.18 0.04
C -3.03338 1.81235 -1.72918 0.01 0.11 -0.14
C -3.99915 -0.95171 -2.79152 0.15 -0.14 -0.05
C -3.99373 -2.04611 -3.65365 0.06 -0.03 -0.02
C -2.91252 -2.92544 -3.66083 -0.10 0.15 0.08
C -1.82595 -2.71717 -2.81020 0.34 -0.28 -0.09
C -0.63787 -3.67960 -2.82374 -0.04 0.35 0.29
C 0.08826 -3.66016 -4.16655 -0.03 0.06 -0.12
C -1.05394 -5.09268 -2.41491 -0.10 0.04 0.10
C 0.28965 -0.39680 -1.35061 -2.45 -1.53 -0.88
C 0.40003 0.27929 -2.63506 0.32 0.72 -0.83
C 1.01628 -0.26594 -0.18873 2.29 0.61 2.34
C 1.99166 0.66277 0.15966 -0.57 -2.70 -0.83
H 1.31753 1.80505 2.67858 -0.10 -0.01 0.17
H -0.23366 2.57153 3.03520 0.06 -0.10 0.11
H 0.63236 1.68227 4.31878 -0.05 0.10 -0.17
H -0.53800 0.47331 1.77210 -0.03 0.08 0.12
H -2.20149 -0.61282 3.23643 0.05 0.14 0.13
H -1.52643 0.22498 4.65648 -0.11 0.03 -0.19
H -2.30598 1.15761 3.35111 0.10 -0.12 0.09
H 0.66682 -0.50320 5.18202 0.12 -0.27 -0.22
H 2.03237 -2.55475 5.57871 -0.08 0.06 -0.23
H 2.63706 -4.03673 3.68013 -0.23 0.30 0.00
H 1.28940 -3.55501 0.26170 0.25 -0.15 0.08
H 1.09530 -5.50489 1.82343 0.15 -0.01 -0.01
H 2.19259 -5.80220 0.46368 0.03 0.10 0.16
H 2.85987 -5.46612 2.07281 -0.15 -0.01 -0.14
H 3.40356 -2.24478 0.18336 0.04 -0.09 0.02
H 4.19963 -3.44671 1.21846 -0.13 0.02 -0.14
H 3.66322 -3.89809 -0.41666 -0.03 0.06 0.12
H -2.04204 0.46403 -0.40518 -0.14 0.07 0.00
H -4.05514 -0.57411 0.57954 -0.07 0.16 -0.09
H -4.11479 1.19498 0.72734 -0.02 -0.13 -0.16
H -5.10180 0.37100 -0.50617 0.17 0.02 0.14
H -2.20491 1.89946 -2.44185 -0.24 0.05 0.10
H -3.97648 1.90880 -2.28382 0.19 0.03 0.09
H -2.95901 2.64897 -1.02269 -0.06 -0.15 -0.14
H -4.84682 -0.26234 -2.77681 0.25 -0.26 -0.04
H -4.83750 -2.21332 -4.32479 0.23 0.04 0.19
H -2.89780 -3.78434 -4.33605 -0.07 0.28 0.21
H 0.05478 -3.31183 -2.05853 0.00 -0.17 -0.17
H 0.40198 -2.64003 -4.42116 -0.05 -0.21 -0.02
H 0.98257 -4.29262 -4.12170 -0.16 0.08 -0.05
H -0.56301 -4.03047 -4.96921 0.17 0.06 0.10
H -1.51198 -5.07178 -1.41879 0.05 -0.08 -0.19
H -1.77951 -5.51169 -3.12356 0.15 0.01 0.13
H -0.17687 -5.74923 -2.37616 -0.16 0.07 -0.05
H 1.32673 0.86711 -2.62075 -0.27 -0.06 -0.17
H 0.46167 -0.43550 -3.47354 -0.04 0.27 0.27
H -0.44131 0.96142 -2.82925 0.29 -0.13 -0.04
H 2.48133 1.15655 -0.67439 -0.08 0.08 0.49
H 2.38260 0.65192 1.17226 0.19 0.10 -0.37

87
Properties=species:S:1:pos:R:3:forces:R:3 method="wB97M-V/def2-TZVPD" de_lowest_kcal_mol=26.0 e_homo_ev="-16.2 / -16.2" multiplicity=6 charge=+3 lumo_ev="-9.8 / -8.2"
Sm 0.22970 -0.04219 -0.23114 -0.19 -0.89 1.01
C -0.99737 -0.51327 2.97272 0.09 0.06 -0.01
C 0.45149 -0.85105 3.26358 0.02 0.11 -0.02
N 1.22889 -1.07434 2.01817 -0.07 0.11 -0.18
C 2.65320 -0.69026 2.15615 -0.08 0.10 0.03
C 2.86099 0.80985 2.37468 -0.09 0.02 -0.03
S 1.69448 1.90767 1.49839 0.01 -0.07 -0.15
C 0.51799 2.37918 2.81667 0.00 -0.05 -0.07
C -0.93609 1.94650 2.62629 0.13 -0.08 0.02
N -1.14414 0.60932 2.01158 0.04 -0.06 -0.23
H -1.50213 -1.38059 2.54816 -0.03 -0.02 -0.02
H -1.49828 -0.28008 3.91487 -0.06 -0.02 0.04
H 0.91598 -0.04584 3.82738 0.02 -0.03 -0.01
H 0.48695 -1.73304 3.90464 0.03 -0.01 0.04
H 1.23319 -2.07473 1.85092 -0.05 -0.07 -0.04
H 3.12185 -1.22214 2.98668 0.06 -0.07 0.02
H 3.16957 -1.00590 1.24793 0.02 -0.02 -0.07
H 2.81988 1.08497 3.42700 0.02 -0.01 0.00
H 3.85414 1.08632 2.02434 0.03 0.00 0.04
H 0.93549 2.01834 3.75278 0.01 0.00 0.02
H 0.55031 3.46587 2.86189 -0.01 0.02 0.05
H -1.42120 1.98107 3.60508 -0.05 0.02 0.03
H -1.44807 2.67187 2.00155 -0.03 0.03 -0.05
H -2.12479 0.60616 1.74388 -0.08 0.00 -0.01
N -1.82054 -1.69846 -0.56762 0.26 0.24 0.28
C -1.89453 -3.03733 0.10212 0.05 0.04 -0.09
C -0.91459 -4.03951 -0.47933 0.03 0.05 -0.04
C 0.53995 -3.83563 -0.09785 -0.07 0.11 -0.02
N 1.11614 -2.59364 -0.69337 -0.23 0.34 0.20
H -2.68040 -1.20341 -0.34189 -0.05 0.09 -0.01
H -1.90961 -1.86798 -1.56728 0.04 0.06 -0.14
H -2.90456 -3.42936 0.00369 -0.07 -0.02 0.00
H -1.70146 -2.90627 1.16645 -0.01 0.01 0.04
H -1.01594 -4.07354 -1.57134 0.00 -0.03 0.04
H -1.20916 -5.02689 -0.12246 0.00 -0.03 -0.03
H 1.11690 -4.69920 -0.42214 0.07 -0.07 0.00
H 0.62833 -3.78477 0.99039 0.02 -0.01 0.01
H 1.03853 -2.68895 -1.70304 0.02 0.03 -0.14
H 2.12127 -2.61760 -0.53612 0.10 0.05 -0.01
N 0.28505 0.84447 -3.60781 -0.16 -0.17 -0.04
P 1.54804 -0.07268 -2.87034 0.08 0.75 -0.41
C 2.91312 1.08941 -2.65855 -0.01 -0.06 -0.06
C 3.41341 1.83270 -3.72766 0.02 0.07 0.01
C 4.44094 2.73481 -3.51077 0.00 0.01 -0.02
C 4.97838 2.89432 -2.23300 0.03 0.05 -0.05
C 4.50384 2.14163 -1.17101 0.00 -0.05 0.03
C 3.47282 1.23691 -1.39274 0.00 0.02 -0.13
C 2.10404 -1.18147 -4.18240 -0.14 -0.20 0.17
C 3.25164 -1.92615 -3.89370 0.01 0.02 0.01
C 3.78264 -2.78444 -4.84054 0.03 -0.04 0.01
C 3.16808 -2.91086 -6.08084 -0.02 -0.01 -0.04
C 2.02727 -2.17615 -6.37160 -0.02 0.00 0.01
C 1.48623 -1.31529 -5.42376 0.02 -0.06 -0.03
P -0.90635 1.48648 -2.53459 0.10 -0.12 -0.02
C -2.21682 2.07183 -3.62222 0.08 -0.21 0.10
C -1.99405 2.33324 -4.97281 -0.02 0.12 -0.11
C -3.03087 2.83799 -5.74571 0.01 -0.03 -0.01
C -4.27497 3.08518 -5.17702 0.05 -0.01 -0.02
C -4.48932 2.83283 -3.82803 -0.05 0.03 -0.01
C -3.46380 2.32000 -3.05136 -0.04 -0.04 0.05
C -0.11105 2.95844 -1.85053 0.04 -0.04 -0.12
C 0.73202 3.79959 -2.57857 0.13 0.03 0.05
C 1.20233 4.96261 -1.99221 0.00 -0.02 0.02
C 0.80751 5.31142 -0.69860 0.04 0.03 -0.06
C -0.05270 4.49429 0.01654 -0.03 -0.02 0.05
C -0.49375 3.30698 -0.55803 -0.02 0.10 -0.02
H -0.14089 0.39419 -4.41134 0.12 0.16 -0.14
H 3.00001 1.69923 -4.72281 0.03 0.03 0.05
H 4.83804 3.31009 -4.33843 -0.01 -0.02 0.05
H 5.78439 3.60100 -2.07197 -0.05 -0.05 -0.03
H 4.95065 2.25001 -0.18970 -0.04 0.00 -0.04
H 3.13037 0.60145 -0.57763 -0.01 -0.05 0.11
H 3.75501 -1.80652 -2.93794 0.01 0.00 -0.03
H 4.68022 -3.34808 -4.61813 -0.04 0.02 -0.01
H 3.58164 -3.58177 -6.82391 -0.01 0.05 0.04
H 1.55391 -2.26649 -7.34156 0.03 -0.01 0.05
H 0.59784 -0.75902 -5.69909 0.03 -0.01 0.03
H -1.02173 2.18440 -5.43085 -0.05 -0.02 0.07
H -2.86236 3.04246 -6.79554 -0.02 0.00 0.04
H -5.07875 3.47653 -5.78819 0.04 -0.01 0.03
H -5.45687 3.03094 -3.38446 0.04 -0.01 -0.02
H -3.63756 2.11979 -1.99856 0.00 -0.01 -0.03
H 1.00235 3.54787 -3.59867 0.02 0.00 0.09
H 1.86154 5.61781 -2.54843 -0.05 -0.01 0.03
H 1.15546 6.23986 -0.26135 0.00 -0.05 -0.04
H -0.39725 4.79881 0.99941 0.03 -0.03 -0.07
H -1.22078 2.68602 -0.04017 -0.07 -0.05 0.04

no.,M (u),E (eV)
1,706.96,-97041.70970
2,575.75,-50588.06802
3,756.13,-89698.24171